# 1
{"formula": "C6H10O", "method": "wB97M-V/def2-TZVPD", "de_lowest_ev": 1.005, "total_energy_ev": -8430.235, "smiles": "C1=CCOCCC1", "e_lumo_ev": 1.0555, "fmax_ha_per_bohr": 0.0234, "elements": ["C", "C", "C", "O", "C", "C", "C", "H", "H", "H", "H", "H", "H", "H", "H", "H", "H"], "coordinates": [[0.3686, 1.5945, -0.1587], [1.4922, 0.9316, 0.1107], [1.6083, -0.5773, 0.1753], [0.6890, -1.2972, -0.6388], [-0.6616, -1.4903, -0.1208], [-1.3277, -0.2328, 0.3736], [-0.9591, 0.9532, -0.5322], [0.3845, 2.6838, -0.1014], [2.3946, 1.4990, 0.3604], [1.4596, -0.8841, 1.2168], [2.6457, -0.8612, -0.0771], [-0.8478, -2.2712, 0.6579], [-1.1987, -1.8024, -1.0247], [-1.1250, 0.0242, 1.4250], [-2.3611, -0.6323, 0.3213], [-0.8815, 0.5874, -1.5660], [-1.7385, 1.7167, -0.5004]], "atomic_forces_ev_per_a": [[0.0090, -0.1212, 0.0286], [-0.3368, 0.0201, 0.0476], [-0.0895, 0.0415, 0.3794], [-0.4275, -0.3343, 0.5710], [0.8917, 0.0039, -0.3578], [-0.2031, -0.1692, -0.0512], [-0.2103, 0.0120, 0.0281], [0.0326, -0.2129, -0.1395], [-0.2486, -0.2317, -0.0395], [0.1301, -0.0156, 0.1582], [-0.5695, -0.1327, -0.2129], [1.0047, 0.1398, -0.5055], [0.1429, -0.0836, 0.1885], [0.0906, -0.2487, -0.2889], [-0.0694, 1.1974, 0.0941], [-0.1741, 0.1676, 0.1429], [0.0273, -0.0325, -0.0431]], "mulliken_charge": [-0.34, -0.34, -0.43, -0.40, -0.65, -0.56, -0.56, 0.36, 0.35, 0.28, 0.35, 0.30, 0.37, 0.33, 0.32, 0.29, 0.33]}

=====

# 2
{"formula": "C16H13N3O7Ru", "method": "wB97M-V/def2-TZVPD", "multiplicity": 2, "de_lowest_ev": 1.198, "total_energy_ev": -38192.532, "charge": -1, "e_lumo_ev": [2.2526, 1.9807], "fmax_ha_per_bohr": 0.0089, "elements": ["Ru", "O", "C", "O", "C", "C", "C", "C", "C", "N", "H", "H", "H", "H", "N", "C", "C", "O", "O", "H", "H", "H", "H", "O", "C", "O", "C", "C", "C", "C", "C", "C", "H", "H", "H", "H", "H", "O", "C", "N"], "coordinates": [[-0.0554, -0.4456, 0.1626], [1.6781, -1.5666, 3.6110], [1.2997, -1.1066, 2.5510], [0.4288, -1.6148, 1.7466], [1.8852, 0.2113, 2.0717], [2.7967, 0.9399, 2.8090], [3.2350, 2.1560, 2.3123], [2.7443, 2.6063, 1.0957], [1.8362, 1.8277, 0.4041], [1.4375, 0.6493, 0.8876], [3.1184, 0.5335, 3.7572], [3.9413, 2.7554, 2.8718], [3.0491, 3.5560, 0.6801], [1.4005, 2.1208, -0.5415], [2.5018, 0.0590, -2.1848], [2.4878, -1.3308, -2.6024], [1.5353, -2.3162, -1.9186], [1.5423, -3.4676, -2.3234], [0.7168, -1.9030, -1.0011], [1.5599, 0.4322, -2.2604], [2.7493, 0.1063, -1.2052], [3.4890, -1.7545, -2.5052], [2.2476, -1.3831, -3.6660], [-1.7833, 1.4040, -3.0200], [-1.5115, 0.7442, -2.0394], [-0.3281, 0.6994, -1.4818], [-2.5544, -0.0590, -1.2981], [-2.3060, -1.3706, -0.8885], [-3.2131, -2.0218, -0.0582], [-4.3653, -1.3761, 0.3561], [-4.6251, -0.0821, -0.0804], [-3.7283, 0.5719, -0.9091], [-1.4321, -1.9090, -1.2509], [-3.0066, -3.0350, 0.2618], [-5.0599, -1.8764, 1.0186], [-5.5245, 0.4267, 0.2438], [-3.9116, 1.5867, -1.2371], [-1.6770, 2.7735, 2.4154], [-1.4092, 1.7530, 1.8664], [-1.1894, 0.7060, 1.3492]], "atomic_forces_ev_per_a": [[-0.4386, -0.1117, -0.0569], [0.0264, -0.0164, -0.0026], [0.0013, -0.0499, -0.0234], [-0.0940, 0.1247, 0.0935], [0.0222, 0.0024, -0.0328], [0.0123, 0.0157, 0.0008], [-0.0052, -0.0153, 0.0093], [0.0106, 0.0093, -0.0206], [-0.0045, -0.0096, -0.0206], [0.1138, -0.1707, 0.0394], [0.0010, -0.0004, -0.0018], [0.0044, -0.0017, -0.0009], [0.0009, 0.0000, 0.0010], [-0.0048, 0.0161, 0.0049], [0.0191, -0.0428, -0.0449], [0.0868, 0.0774, 0.0317], [-0.1974, -0.0482, -0.1830], [0.0761, -0.0553, 0.0769], [0.2854, 0.1310, 0.1014], [0.0534, 0.0534, 0.0379], [0.0317, -0.0115, -0.0008], [0.0094, -0.0235, 0.0012], [-0.0089, -0.0072, 0.0066], [-0.0195, 0.0138, 0.0179], [-0.0392, -0.0612, 0.0675], [-0.1237, 0.1071, 0.0218], [0.0078, 0.0133, -0.0101], [0.0918, 0.0554, 0.0297], [-0.0119, -0.0535, 0.0152], [0.0097, -0.0179, -0.0071], [0.0247, 0.0120, -0.0238], [-0.0490, 0.0016, -0.0052], [-0.0079, -0.0050, -0.0086], [0.0116, 0.0063, 0.0048], [-0.0021, 0.0032, -0.0011], [-0.0014, -0.0026, 0.0010], [0.0075, -0.0004, 0.0009], [-0.0394, 0.0206, -0.0461], [0.0360, -0.0776, 0.1071], [0.1038, 0.1193, -0.1802]], "lowdin_spin": [0.86, 0.01, 0.00, 0.01, 0.00, 0.00, 0.00, 0.00, 0.00, -0.01, 0.00, 0.00, 0.00, 0.00, 0.00, 0.00, 0.01, 0.01, 0.03, 0.00, 0.00, 0.00, 0.00, 0.01, 0.00, 0.02, 0.00, 0.00, 0.00, 0.00, 0.00, 0.00, 0.00, 0.00, 0.00, 0.00, 0.00, 0.02, 0.02, 0.02]}

=====

# 3
{"formula": "C6H15N3", "method": "wB97M-V/def2-TZVPD", "de_lowest_ev": 3.407, "total_energy_ev": -10915.871, "charge": 2, "e_lumo_ev": -8.3668, "fmax_ha_per_bohr": 0.0928, "elements": ["C", "C", "C", "C", "C", "C", "N", "N", "N", "H", "H", "H", "H", "H", "H", "H", "H", "H", "H", "H", "H", "H", "H", "H"], "coordinates": [[1.1589, 0.5427, 1.0179], [2.6187, -1.3582, 1.6593], [-1.7614, -0.5825, -1.3684], [-2.5651, 0.1526, -0.4030], [1.8850, 2.5713, 2.3655], [-1.2762, -1.8660, -3.2654], [1.8862, -0.3087, 1.9188], [1.2083, 1.8130, 1.3431], [-2.1322, -1.1580, -2.3903], [2.9629, -1.3690, 0.6594], [2.5915, -2.1510, 2.4215], [-0.6723, -0.7660, -1.2158], [-2.2957, -0.3967, 0.5663], [-3.6096, 0.0769, -0.8236], [-2.2432, 1.2599, -0.4382], [2.5268, 1.8478, 2.8845], [1.1416, 3.1635, 2.9309], [2.5383, 3.3500, 1.9623], [-0.2654, -1.8380, -2.9019], [-1.6645, -2.8514, -3.5436], [-1.2599, -1.3693, -4.2851], [1.5924, -0.2140, 2.8682], [0.7386, 2.4896, 0.8177], [-3.1038, -1.0386, -2.7803]], "atomic_forces_ev_per_a": [[0.1174, 2.0519, -0.6826], [-2.2638, 1.4809, 0.9088], [3.0420, 0.7371, 2.3877], [-0.2057, 0.5773, -0.4923], [1.0184, -0.0841, 1.0404], [0.5687, -0.2391, -3.2918], [0.8669, -1.2212, 0.0989], [0.7372, -1.5778, 0.2172], [-3.4246, -0.5414, -3.2756], [0.6155, -0.7980, -0.8104], [1.0115, 0.4397, -0.4053], [-0.7522, 0.5049, 0.4735], [-1.0366, 1.2666, -0.9448], [0.6919, 0.2008, 1.4151], [-0.4324, -1.7342, 0.4956], [-0.2994, 0.7631, 0.6575], [0.3350, -0.8474, 0.2774], [0.0408, -0.3450, -0.4833], [0.3101, -0.4377, 0.2162], [0.2035, -0.0443, 0.7497], [-0.0414, -0.1252, 1.2063], [-0.5188, -0.1289, 1.0709], [-1.5242, 0.2923, -1.7550], [0.9402, -0.1900, 0.9259]], "mulliken_charge": [-0.10, -0.17, 0.42, -0.83, -0.76, -0.76, -0.06, -0.07, -0.06, 0.33, 0.29, 0.08, 0.28, 0.33, 0.28, 0.32, 0.29, 0.31, 0.31, 0.31, 0.34, 0.37, 0.23, 0.33]}

=====

# 4
{"formula": "C4H4FN3", "method": "wB97M-V/def2-TZVPD", "de_lowest_ev": 4.331, "total_energy_ev": -11396.028, "e_lumo_ev": -0.9598, "fmax_ha_per_bohr": 0.1087, "elements": ["C", "C", "C", "C", "N", "N", "N", "F", "H", "H", "H", "H"], "coordinates": [[-2.1863, 0.2454, -0.1629], [-0.9521, 0.6913, -0.5872], [-0.7903, -1.3018, 0.3393], [2.0190, -0.0605, -0.0898], [-2.1012, -0.9607, 0.4479], [2.2863, 0.8849, 0.6141], [-0.1371, -0.2881, -0.1802], [2.5108, -0.8160, -1.0056], [-3.2235, 0.7366, -0.1612], [-0.4547, 1.6359, -0.9483], [-0.1097, -1.9648, 0.8876], [3.1386, 1.1978, 0.8462]], "atomic_forces_ev_per_a": [[-2.4242, 1.1432, 0.1400], [0.5860, 1.9679, -0.0374], [-0.4685, 0.3139, 1.7657], [-4.0604, 1.2342, -0.2998], [1.3752, -1.2425, -0.2905], [-3.7686, -2.5650, -1.1522], [5.4757, 0.2686, -1.0838], [-0.0359, -0.1805, 0.4528], [1.9812, -0.6074, -0.3611], [-1.3069, -1.1478, 0.2442], [-1.3327, -0.6163, -0.2205], [3.9792, 1.4317, 0.8426]], "mulliken_charge": [-0.25, -0.32, -0.07, 0.62, -0.61, -0.31, -0.09, -0.14, 0.31, 0.31, 0.29, 0.25]}